Entry 1:
C15H21N3O2S2 in the gas phase in a non-equilibrium geometry. Source: OMol25; level of theory: ωB97M-V with the def2-TZVPD basis set.

Summary:
SMILES: C=CCNC(=S)N1CCN(S(=O)(=O)c2ccc(C)cc2)CC1
E_HOMO: -7.821 eV

```
43
Properties=species:S:1:pos:R:3:forces:R:3:mulliken_charge:R:1
S 0.87874 -0.63895 -0.24429 -0.69 -0.24 -0.29 1.34
S 2.87843 4.19790 0.02317 0.53 0.24 0.02 -0.41
O 0.64608 -0.06761 1.05574 -0.17 -0.18 -0.09 -0.58
O 2.22463 -0.88136 -0.66320 0.03 -0.04 -0.33 -0.76
N 0.64860 3.89051 1.35216 -0.21 0.15 0.10 -0.19
N 0.10917 0.26639 -1.44475 0.58 -0.66 0.71 0.12
N 0.85016 2.65650 -0.62542 -0.04 -0.07 0.33 0.36
C -2.33010 -5.74440 -0.76874 0.04 -0.04 0.02 -1.44
C 0.61861 2.76719 3.50306 -0.14 0.07 -0.17 -0.36
C 1.24912 1.65795 3.83877 0.04 -0.10 0.12 -0.74
C -1.54867 -4.47508 -0.63166 -0.03 0.10 0.07 0.95
C 0.16472 -2.98538 -1.44513 0.07 -0.12 -0.10 -0.56
C -0.06365 -2.15081 -0.36763 0.27 0.42 0.24 0.06
C -1.75977 -3.62077 0.44479 0.04 -0.05 -0.14 -0.86
C -1.01961 -2.45846 0.57937 0.06 0.16 0.15 -0.29
C -0.08038 2.93408 2.18550 -0.24 -0.08 0.04 0.24
C 1.38831 3.52330 0.26788 0.17 0.35 -0.11 0.10
C -0.56330 2.56922 -0.90777 -0.21 -0.10 -0.02 -0.81
C -0.98533 1.08996 -0.97657 -0.49 0.13 0.17 -0.85
C 0.99284 0.95402 -2.36146 0.41 0.13 -0.15 -1.03
C -0.57690 -4.14472 -1.57350 0.05 0.15 0.06 -0.81
C 1.69893 2.13288 -1.67780 0.25 -0.05 -0.31 -1.06
H -1.83927 0.97041 -1.65325 0.04 0.04 0.10 0.43
H 1.13614 4.59182 1.89881 0.00 -0.12 -0.27 0.32
H -0.40276 -4.80507 -2.41022 0.03 -0.06 -0.10 0.39
H 1.94609 2.91629 -2.40800 0.03 -0.10 0.09 0.46
H -1.26470 0.71779 0.00949 -0.20 0.19 -0.07 0.45
H -0.10909 1.96812 1.68188 -0.10 0.12 0.00 -0.18
H -3.23895 -5.71046 -0.17397 -0.08 -0.04 0.01 0.36
H -1.10031 3.31045 2.34157 0.06 -0.18 -0.04 0.24
H 0.60913 3.63284 4.15417 0.05 0.06 0.16 0.38
H -2.50679 -3.86824 1.18455 -0.08 -0.02 0.07 0.35
H -0.75210 3.04840 -1.87971 -0.03 0.02 0.12 0.39
H -1.13143 3.10517 -0.15057 -0.01 -0.01 -0.10 0.43
H 0.39375 1.28311 -3.21526 0.00 -0.10 0.06 0.45
H 1.26428 0.80868 3.17533 0.00 -0.14 -0.12 0.16
H -1.16246 -1.79226 1.41566 -0.06 0.04 0.12 0.48
H 1.76881 1.55774 4.77692 0.09 0.05 0.18 0.31
H 0.92829 -2.71945 -2.15809 0.09 -0.05 -0.17 0.44
H -2.59205 -5.92663 -1.80846 -0.06 -0.05 -0.05 0.37
H 1.73328 0.23266 -2.70335 0.00 0.20 -0.20 0.42
H 2.62888 1.79252 -1.21567 -0.10 0.09 -0.14 0.62
H -1.72939 -6.58623 -0.42434 -0.02 -0.10 0.01 0.30
```
Positions in Å, forces in eV/Å.

---

Entry 2:
C15H21N3O4 in the gas phase in a non-equilibrium geometry. Source: OMol25; level of theory: ωB97M-V with the def2-TZVPD basis set.

Summary:
SMILES: CNC(=O)[C@@H](CO)NC(=O)[C@@H](Cc1ccccc1)NC(C)=O
E_HOMO: -9.361 eV

```
43
Properties=species:S:1:pos:R:3:forces:R:3:mulliken_charge:R:1
O -3.66064 -1.55292 -3.28060 -0.27 0.48 -0.78 -0.53
O 0.96289 2.08799 -0.61801 -0.93 0.94 -0.18 -0.60
O -2.11651 -0.76633 0.63773 0.18 0.52 0.00 -0.71
O -0.76225 0.67427 -3.89918 -0.75 0.21 0.54 -0.71
N 1.42417 0.17334 0.40115 -0.57 -1.53 0.79 -0.08
N -1.00604 -0.03338 -1.17795 1.59 0.54 -0.77 -0.13
N -2.80178 1.60964 -3.85680 -1.30 0.33 0.03 -0.11
C 2.66614 0.41289 4.73891 -0.47 -0.87 -1.09 -0.64
C 1.48272 -0.89267 3.02059 0.56 -0.16 0.99 0.43
C 1.51420 0.17249 3.94243 1.00 -0.17 0.07 -0.27
C 3.06279 1.16218 -1.14417 0.83 -0.37 0.62 -1.40
C 3.76958 -0.45286 4.61391 -0.67 0.40 -0.25 -0.39
C 1.73530 1.17980 -0.41718 0.58 0.74 -0.47 0.75
C 0.27527 -1.11121 2.14309 0.15 0.04 -0.25 -1.12
C 2.56208 -1.80155 3.00635 -0.41 1.08 -0.19 -0.31
C 0.10595 -0.00197 1.09772 1.05 0.36 -1.14 0.59
C -1.86266 0.80841 -3.34926 1.94 -0.87 -0.23 0.11
C 3.71092 -1.54665 3.75104 -0.14 -0.16 0.36 -0.54
C -1.10439 -0.27671 0.14282 -0.26 -0.90 0.51 0.09
C -4.21154 1.73246 -3.45120 0.49 -0.29 -0.02 -0.78
C -2.54957 -1.44117 -2.42635 0.65 -1.00 0.38 -0.76
C -2.13736 -0.01443 -2.08765 -0.77 0.36 0.50 0.10
H -4.61113 0.73434 -3.27783 -0.21 0.15 -0.01 0.23
H -2.91564 0.44741 -1.50202 -0.74 0.14 0.02 0.54
H 2.47004 -2.65813 2.35553 0.23 -0.19 -0.05 0.40
H -4.28384 2.33374 -2.55684 -0.13 0.11 0.37 0.28
H -0.11424 0.93458 1.59534 -0.16 0.32 0.08 0.18
H -0.59987 -1.12552 2.78934 -0.23 -0.23 -0.34 0.33
H 2.16821 -0.47051 0.63969 -0.30 -0.03 -0.03 0.22
H -4.79592 2.24131 -4.22744 0.36 -0.27 0.06 0.33
H 0.38312 -2.05441 1.58912 -0.22 0.04 0.37 0.41
H -4.31273 -2.10142 -2.84282 -0.06 0.01 -0.08 0.35
H 0.64124 0.81811 4.01632 0.20 0.03 0.04 0.39
H -2.56825 2.02093 -4.73646 0.37 0.09 -0.31 0.29
H -1.65067 -1.96320 -2.85059 -0.76 0.34 0.28 0.25
H -0.13498 0.34822 -1.55313 -0.57 -0.11 0.20 0.13
H 2.70027 1.27040 5.39997 -0.02 -0.12 0.03 0.38
H 2.97919 1.80175 -2.00684 -0.11 0.28 -0.16 0.39
H 4.55755 -2.23130 3.71665 -0.20 0.13 -0.10 0.36
H -2.86926 -1.90316 -1.49387 0.74 -0.07 0.29 0.48
H 4.67810 -0.26996 5.16992 -0.02 0.03 0.11 0.38
H 3.90037 1.54299 -0.51036 -0.70 -0.33 -0.34 0.32
H 3.31921 0.16222 -1.50102 0.06 -0.01 0.16 0.36
```
Positions in Å, forces in eV/Å.